[1]
ORCA calculation (wB97M-V/def2-TZVPD) on one molecule with the formula C5H10N2O.

ORCA input file:
```
! RIJCOSX wB97M-V def2-TZVPD def2/J DEFGRID3
* xyz 0 1
H -1.1594 -2.9000 -1.9849
N -0.2302 -2.5354 -2.1679
C 0.2862 -1.8721 -1.2284
N -0.3499 -1.5121 -0.0550
C 0.3528 -0.8589 1.0223
C 0.7239 0.5896 0.6762
C -0.4744 1.5586 0.6898
C -0.3546 2.5141 -0.4666
O -0.1319 3.6789 -0.2576
H 1.3007 -1.4847 -1.2590
H -1.2534 -1.9186 0.1158
H 1.3125 -1.3397 1.2098
H -0.2226 -0.8191 1.9401
H 1.5151 1.0164 1.2931
H 1.1801 0.6814 -0.3174
H -0.6955 2.0102 1.6585
H -1.4560 1.0571 0.6322
H -0.3435 2.1343 -1.5009
*
```

The SMILES is [H]/N=C\NCCCC=O. The calculation puts the LUMO energy at 0.0291 Ha. The HOMO energy comes out at -9.2 eV. The calculation puts the energy relative to the best compared isomer or geometry (same formula, charge and spin) at 35.8 kcal per mole. For the total energy, the calculation gives -381.22837 Ha.



[2]
ORCA calculation (wB97M-V/def2-TZVPD) on C27H21CoN7O6S2 as an isolated structure.

ORCA input file:
```
! RIJCOSX wB97M-V def2-TZVPD def2/J DEFGRID3
* xyz -2 2
Co -0.6863 -0.8523 0.5878
N -4.4378 -2.1706 -1.5261
C -3.3817 -1.8577 -0.6724
S -3.5089 -0.3760 0.1842
N -2.4744 -2.8084 -0.6627
N -1.3665 -2.5882 0.1256
C -0.7290 -3.6329 0.4237
C 0.4694 -3.3491 2.5414
C 1.0676 -4.3844 3.2254
C 1.0980 -4.3634 4.6098
C 0.5010 -3.2788 5.2588
C -0.0952 -2.2564 4.5547
C -0.1426 -2.2181 3.1279
O -0.6887 -1.2490 2.5065
H -4.9547 -1.3608 -1.8230
H -4.1903 -2.8343 -2.2455
H -0.9523 -4.6581 0.1646
H 1.5101 -5.1843 2.6423
H 1.5728 -5.1614 5.1647
H 0.5084 -3.2337 6.3435
H -0.5478 -1.4145 5.0659
O 3.7423 -5.2679 -1.9995
C 3.1801 -4.4100 -1.2935
C 2.0055 -4.7268 -0.3506
O 1.4220 -5.8090 -0.2394
C 1.7214 -3.5159 0.3250
C 2.4953 -2.4036 -0.1147
O 2.4526 -1.2167 0.2057
C 3.4664 -2.9982 -1.1585
O 4.3355 -2.3111 -1.7311
O 0.4924 -3.4684 1.1094
C -0.8953 1.6487 -4.2199
N -0.5586 0.6346 -3.2532
C 0.2572 -0.4600 -3.4477
C 0.2905 -1.1223 -2.2591
N -0.4849 -0.4518 -1.3437
C -0.9820 0.5876 -1.9689
H -1.4581 1.2242 -5.0528
H 0.0062 2.1256 -4.6077
H -1.5097 2.4048 -3.7346
H 0.7438 -0.6532 -4.3875
H 0.8308 -2.0158 -2.0002
H -1.6716 1.2964 -1.5386
S 1.2456 5.2308 1.4813
C 0.8168 3.5053 1.3498
C 1.5630 2.6449 0.5582
C 1.1499 1.3299 0.4196
N 0.0454 0.8627 1.0193
C -0.6261 1.6703 1.8479
C -0.2820 2.9990 2.0297
C 0.3195 5.8485 0.0870
C -0.7712 6.6839 0.2754
C -1.4563 7.1491 -0.8381
N -1.1349 6.8380 -2.0902
C -0.0885 6.0295 -2.2575
C 0.6687 5.5189 -1.2163
H 2.4654 2.9814 0.0654
H 1.7121 0.5987 -0.1521
H -1.4767 1.2164 2.3403
H -0.8718 3.6313 2.6798
H -1.0871 6.9573 1.2730
H -2.3160 7.7992 -0.7122
H 0.1626 5.7787 -3.2827
H 1.5088 4.8675 -1.4139
*
```

The calculation puts the LUMO energy (spin up / spin down) at 0.1284 / 0.1284 Ha. The HOMO energy (spin up / spin down) comes out at 0.0 / -0.3 eV. For the total energy, the calculation gives -4055.27589 Ha. The expectation value of S² is 0.765.



[3]
ORCA calculation (wB97M-V/def2-TZVPD) on C24H34BaN3O4SSb2 as an isolated structure.

ORCA input file:
```
! RIJCOSX wB97M-V def2-TZVPD def2/J DEFGRID3
* xyz -1 1
Ba -0.4865 -2.1028 -0.4288
N -3.2422 -0.3009 -4.3670
C -2.6563 -0.6747 -3.1611
S -0.9501 -1.0213 -3.3247
N -3.5006 -0.6222 -2.1668
N -3.0114 -0.9742 -0.9088
C -3.8426 -0.7545 0.0401
C -3.7198 -1.0241 1.4963
C -4.9423 -0.9688 2.1711
C -5.0620 -1.2327 3.5273
C -3.9155 -1.5627 4.2356
C -2.6804 -1.6091 3.6167
C -2.5256 -1.3224 2.2448
O -1.3635 -1.3097 1.6823
H -2.7533 -0.6205 -5.1845
H -4.2465 -0.4051 -4.3747
H -4.8065 -0.3222 -0.2445
H -5.8299 -0.7205 1.5987
H -6.0275 -1.1868 4.0137
H -3.9749 -1.7870 5.2956
H -1.7888 -1.8601 4.1782
C -3.2531 2.6646 -1.1453
Sb -1.2182 2.0242 -1.0537
C -0.6630 2.8003 -2.9628
C -0.4698 3.7571 0.0389
C 1.0158 3.9066 -0.0802
C 1.5132 4.7710 -1.0601
C 2.8688 4.9782 -1.2437
C 3.7741 4.3236 -0.4226
C 3.3008 3.4653 0.5542
C 1.9366 3.2253 0.7353
C 1.5238 2.2581 1.8029
Sb 1.6366 0.1649 1.2536
C 1.5139 -0.5702 3.2571
C 3.7815 0.0987 1.1780
H -3.3083 3.6624 -1.5839
H -3.7032 2.6807 -0.1527
H -3.7981 1.9499 -1.7615
H -1.0617 3.8078 -3.0975
H -1.0638 2.1346 -3.7267
H 0.4215 2.8240 -3.0638
H -0.7851 3.6689 1.0793
H -0.9544 4.6408 -0.3808
H 0.8026 5.2948 -1.6890
H 3.2116 5.6554 -2.0161
H 4.8394 4.4818 -0.5358
H 4.0021 2.9568 1.2057
H 0.5095 2.4558 2.1490
H 2.1891 2.3451 2.6650
H 2.3398 -0.1770 3.8508
H 1.5450 -1.6586 3.2528
H 0.5578 -0.2700 3.6825
H 4.2316 0.5904 2.0415
H 4.1605 0.5622 0.2678
H 4.0791 -0.9515 1.1760
C 3.0771 -4.6261 -2.2536
C 2.3804 -4.2255 -0.9625
C 3.2382 -4.4991 0.2616
O 2.1377 -2.7929 -1.0141
C 1.0410 -5.0484 -0.8554
O 1.2108 -6.2608 -0.7517
O -0.0588 -4.4219 -0.9072
H 4.0427 -4.1153 -2.3385
H 2.4587 -4.3663 -3.1145
H 3.2465 -5.7009 -2.2609
H 4.2175 -4.0249 0.1506
H 3.3646 -5.5716 0.3954
H 2.7625 -4.0923 1.1561
H 2.7315 -2.3938 -1.6588
*
```

The calculation puts the LUMO energy at 0.0840 Ha. The HOMO energy comes out at -4.5 eV. The calculation puts the energy relative to the best compared isomer or geometry (same formula, charge and spin) at 0.0 kcal per mole. For the total energy, the calculation gives -2304.50405 Ha.



[4]
ORCA calculation (wB97M-V/def2-TZVPD) on a 9-piece molecular cluster, C13H44N2O9 overall.

ORCA input file:
```
! RIJCOSX wB97M-V def2-TZVPD def2/J DEFGRID3
* xyz 0 1
N 2.6916 -2.9908 -1.5320
C 1.6619 -2.2371 -1.1783
N 0.9779 -1.7709 -2.1552
O 1.2049 -2.2104 0.1392
H 3.1480 -3.3824 -0.6818
H 2.7559 -3.3453 -2.5007
H 0.0649 -1.3850 -1.8082
H 1.4843 -1.3822 -2.9944
C 1.4908 1.3388 -3.8705
C 1.4037 0.3328 -5.0383
O 1.8378 -0.9801 -4.7675
H 0.9177 2.1801 -4.2035
H 2.5182 1.6444 -3.8737
H 1.1683 0.9184 -2.9020
H 1.9112 0.6428 -5.9359
H 0.3654 0.1379 -5.3730
H 1.8693 -1.4496 -5.5994
C 0.3505 1.1130 0.2495
C -0.3927 0.2875 1.3744
O -1.3636 1.1126 1.9083
H -0.4185 1.3840 -0.4345
H 1.0284 0.4544 -0.3448
H 0.8480 1.9760 0.5234
H 0.3283 -0.0113 2.1836
H -0.8426 -0.6305 1.1068
H -1.8460 0.5452 2.5149
C -0.5329 -1.9073 4.6999
C -0.0957 -0.7078 5.4047
O -0.5803 -0.6865 6.7182
H -1.6288 -1.9349 4.7218
H -0.0129 -2.8431 4.9784
H -0.3207 -1.8165 3.6277
H -0.4792 0.1520 4.8827
H 0.9709 -0.6549 5.5698
H -1.5052 -0.5393 6.7623
C -1.8427 2.3614 -2.6950
C -2.2319 2.6015 -4.1424
O -3.5977 2.5849 -4.2990
H -1.8591 3.3351 -2.1879
H -0.8054 1.9798 -2.5995
H -2.4860 1.7174 -2.1466
H -1.7235 1.8743 -4.7170
H -1.7566 3.5373 -4.3146
H -3.7737 1.7235 -4.6380
C 4.1378 0.2935 -1.6733
O 4.6217 -0.8459 -1.0419
H 3.6656 -0.0324 -2.5784
H 4.9619 1.0203 -1.8823
H 3.4008 0.7798 -1.0532
H 4.0940 -1.5893 -1.3881
C 3.3127 -0.2061 1.8500
O 2.4479 -1.2065 2.3304
H 3.4196 0.6087 2.5691
H 2.8046 0.1809 0.8832
H 4.2543 -0.6291 1.5029
H 1.9182 -1.3899 1.5239
C -3.5673 0.5263 4.3953
O -3.1451 -0.4332 3.4063
H -4.5836 0.0767 4.7259
H -3.8512 1.4961 4.0619
H -2.8467 0.6861 5.1937
H -3.4526 -1.3257 3.6958
C -3.9576 -0.4575 0.5264
O -3.6477 0.8777 0.1642
H -3.0492 -1.0145 0.6693
H -4.5662 -0.9128 -0.2121
H -4.5543 -0.6480 1.4121
H -2.7198 1.0759 0.4867
*
```

The SMILES is NC(N)=O.CCO.CCO.CCO.CCO.CO.CO.CO.CO. The calculation puts the LUMO energy at -0.0023 Ha. The HOMO energy comes out at -9.0 eV. The calculation puts the energy relative to the best compared isomer or geometry (same formula, charge and spin) at 122.6 kcal per mole. For the total energy, the calculation gives -1308.18585 Ha.



total energy of number 4 (C13H44N2O9)?
-1308.18585 Ha